Below is a molecular structure, C4H8O3S, with properties calculated with ωB97M-V/def2-TZVPD.

```
16
Properties=species:S:1:pos:R:3
C 0.231 1.118 -0.228
C -0.570 -0.015 -0.057
C 0.109 -1.406 0.040
C -0.532 -0.749 1.254
H 0.061 1.201 -2.240
H -0.530 1.945 -0.293
H 0.995 1.354 0.431
H -2.312 0.666 -1.045
H -0.636 -1.979 -0.441
H 1.723 0.257 -0.437
H -1.415 -1.274 1.689
H 1.364 -0.510 2.015
O 0.816 1.258 -1.476
O -1.581 -0.117 -1.072
O 0.486 -0.212 2.218
S 1.792 -1.535 -0.358
```

Computed properties:
* Kohn-Sham gap: 8.63 eV
* energy: -780.92841 a.u.
* HOMO energy: -8.57 eV

Löwdin population analysis, charges in e, atoms 1 to 4:
1 C -0.3358
2 C -0.4937
3 C -0.6022
4 C -0.1667

Below is a molecular structure, C7H21FOP2V, with properties calculated with ωB97M-V/def2-TZVPD.

```
33
Properties=species:S:1:pos:R:3
V 1.058 -1.098 -0.112
H 2.295 3.349 1.814
H 2.853 3.345 1.319
P -0.573 -0.628 1.604
P 0.289 0.368 -1.870
C 0.548 -0.769 -3.237
H 0.622 -0.204 -4.172
H 1.457 -1.370 -3.109
H -0.312 -1.445 -3.313
C -1.034 1.483 -2.338
H -1.025 2.373 -1.704
H -0.907 1.792 -3.383
H -1.995 0.966 -2.245
C 1.760 1.401 -1.628
H 2.653 0.806 -1.376
H 1.968 1.973 -2.538
H 1.580 2.120 -0.814
C -2.188 0.171 1.309
H -2.823 0.038 2.198
H -2.050 1.243 1.114
H -2.682 -0.273 0.435
C -1.089 -2.161 2.436
H -0.203 -2.684 2.822
H -1.757 -1.888 3.269
H -1.600 -2.826 1.726
C -0.004 0.383 3.006
H -0.005 1.443 2.731
H -0.673 0.219 3.862
H 1.021 0.107 3.282
C 0.330 -2.806 -0.397
O -0.080 -3.908 -0.465
H -0.331 -0.242 -0.414
F 2.899 -1.277 0.188
```

Computed properties:
* Kohn-Sham gap (spin up / spin down): 5.76 / 6.51 eV
* multiplicity: 4
* <S²>: 3.80
* energy: -2080.98175 a.u.
* HOMO energy (spin up / spin down): -5.32 / -6.11 eV

Löwdin population analysis, charges in e, atoms 1 to 4:
1 V 0.2499
2 H 0.0111
3 H 0.0163
4 P 0.6892

Below is C3H9N3O2 in the gas phase, with properties calculated with ωB97M-V/def2-TZVPD.

```
17
Properties=species:S:1:pos:R:3
C -1.052 -1.548 -1.001
C -0.153 -1.063 0.116
C 0.092 0.411 0.167
N 0.966 0.812 -0.956
N -0.886 1.329 0.549
N 1.080 0.650 1.442
O 1.915 1.500 1.313
O 0.804 0.008 2.406
H -2.160 -1.188 -0.966
H -0.675 -1.092 -1.820
H -1.117 -2.563 -1.165
H 0.902 -1.565 0.229
H -0.642 -1.272 1.222
H 1.719 0.215 -1.219
H 1.292 1.762 -0.959
H -0.599 2.219 0.888
H -1.485 1.384 -0.246
```

Computed properties:
* Kohn-Sham gap (spin up / spin down): 6.99 / 7.09 eV
* multiplicity: 3
* <S²>: 2.01
* energy: -434.18530 a.u.
* HOMO energy (spin up / spin down): -6.17 / -9.79 eV

Löwdin population analysis, charges in e, atoms 1 to 4:
1 C -0.0899
2 C -0.1928
3 C -0.5094
4 N 0.1541

Below is a molecular structure, C4H6N4, with properties calculated with ωB97M-V/def2-TZVPD.

```
14
Properties=species:S:1:pos:R:3
C -1.886 -0.829 0.204
C -0.418 1.138 -0.257
C 0.965 0.639 0.105
C 0.566 -0.616 -0.130
H -1.786 -0.611 1.284
H -1.991 -1.905 0.072
H -2.819 -0.357 -0.096
H -0.424 1.806 -1.162
H -1.052 1.557 0.531
H 3.030 1.160 0.324
N -0.772 -0.285 -0.594
N 2.303 0.545 0.069
N 2.674 -0.762 -0.086
N 1.609 -1.480 -0.266
```

Computed properties:
* Kohn-Sham gap: 9.67 eV
* energy: -374.91552 a.u.
* HOMO energy: -8.90 eV

Löwdin population analysis, charges in e, atoms 1 to 4:
1 C -0.0912
2 C -0.0718
3 C -0.1754
4 C -0.3033

Below is C24H25ClN4O4 in the gas phase, with properties calculated with ωB97M-V/def2-TZVPD.

```
58
Properties=species:S:1:pos:R:3
C -7.006 -2.091 -1.175
O -6.103 -2.108 -0.094
C -5.106 -1.195 -0.067
C -4.873 -0.223 -1.034
C -3.822 0.669 -0.916
C -2.985 0.614 0.188
N -1.895 1.505 0.348
N -0.832 0.961 0.929
C 0.239 1.641 1.190
C 1.343 0.856 1.831
O 2.398 1.341 2.205
N 1.069 -0.458 1.933
C 1.966 -1.406 2.541
C 2.426 -2.539 1.610
O 2.114 -3.686 1.879
N 3.199 -2.232 0.549
C 3.569 -0.895 0.147
C 2.597 -0.310 -0.887
C 2.798 -0.860 -2.296
C 2.691 -2.382 -2.371
C 3.881 -3.089 -1.720
C 3.709 -3.355 -0.227
C 0.343 3.043 0.872
C 1.468 3.839 1.118
C 1.460 5.172 0.777
C 0.340 5.751 0.184
C -0.776 4.986 -0.069
C -0.786 3.631 0.267
C -1.991 2.851 -0.013
O -3.004 3.306 -0.505
C -3.197 -0.355 1.167
C -4.240 -1.245 1.037
Cl -4.505 -2.443 2.247
H -7.712 -2.896 -0.976
H -7.546 -1.141 -1.231
H -6.498 -2.282 -2.125
H -5.513 -0.154 -1.899
H -3.668 1.411 -1.680
H 0.162 -0.775 1.623
H 2.828 -0.850 2.921
H 1.467 -1.901 3.381
H 3.597 -0.240 1.018
H 4.578 -0.928 -0.270
H 1.575 -0.523 -0.568
H 2.722 0.774 -0.904
H 2.043 -0.416 -2.949
H 3.777 -0.552 -2.673
H 1.764 -2.712 -1.898
H 2.646 -2.668 -3.424
H 4.028 -4.063 -2.191
H 4.787 -2.508 -1.904
H 4.673 -3.668 0.195
H 3.001 -4.174 -0.076
H 2.331 3.391 1.582
H 2.332 5.778 0.974
H 0.348 6.799 -0.076
H -1.660 5.402 -0.526
H -2.551 -0.403 2.029
```

Computed properties:
* Kohn-Sham gap: 8.04 eV
* energy: -1909.77486 a.u.
* SMILES string: COc1ccc(-n2nc(C(=O)NCC(=O)N3CCCCCC3)c3ccccc3c2=O)cc1Cl
* HOMO energy: -8.39 eV

Löwdin population analysis, charges in e, atoms 1 to 4:
1 C -0.0762
2 O -0.1104
3 C -0.3028
4 C 0.0000

Below is 2 unconnected molecules or ions with the total composition C5H14N2O2, with properties calculated with ωB97M-V/def2-TZVPD.

```
23
Properties=species:S:1:pos:R:3
C 1.019 1.607 1.487
C 1.165 0.984 0.103
O 1.760 1.604 -0.782
N 1.373 -0.429 0.178
C 1.808 -1.158 -0.990
N 1.286 -1.113 1.399
H 1.843 1.324 2.136
H 1.030 2.690 1.392
H 0.087 1.274 1.940
H 1.101 -1.965 -1.204
H 2.815 -1.557 -0.843
H 1.803 -0.487 -1.846
H 0.324 -1.431 1.529
H 1.902 -1.922 1.414
C -2.730 0.457 -1.241
C -1.569 -0.274 -0.607
O -1.839 -0.822 0.644
H -2.461 0.807 -2.235
H -3.054 1.298 -0.628
H -3.571 -0.229 -1.366
H -1.227 -1.099 -1.228
H -0.622 0.579 -0.447
H -2.244 -0.140 1.195
```

Computed properties:
* Kohn-Sham gap: 9.09 eV
* energy: -458.81810 a.u.
* SMILES string: CC(=O)N(C)N.CCO
* HOMO energy: -8.35 eV

Löwdin population analysis, charges in e, atoms 1 to 4:
1 C -0.0132
2 C -0.5052
3 O 0.0254
4 N -0.2319

Below is C4H7N3O2S in the gas phase, with properties calculated with ωB97M-V/def2-TZVPD.

```
17
Properties=species:S:1:pos:R:3
C -1.676 -0.682 0.103
C -0.449 -0.974 -0.631
C 0.253 1.324 -0.089
C 1.765 -0.201 -1.345
N -1.359 -0.717 1.419
N -0.245 -0.862 2.119
N 0.520 0.084 -0.556
O -2.781 -0.410 -0.328
O -0.267 -2.058 -1.165
S -0.684 1.827 1.199
H 0.983 2.099 -0.560
H 1.594 -1.105 -1.900
H 1.736 0.712 -1.999
H 2.608 -0.272 -0.708
H -2.106 -0.747 2.151
H 0.517 -1.111 1.502
H -0.411 3.093 0.790
```

Computed properties:
* Kohn-Sham gap (spin up / spin down): 5.31 / 4.02 eV
* energy: -869.35274 a.u.
* HOMO energy (spin up / spin down): -6.64 / -5.87 eV

Löwdin population analysis, charges in e, atoms 1 to 4:
1 C -0.5363
2 C -0.3476
3 C -0.4642
4 C 0.0289

Asked for energy above the lowest of the compared OMol25 structures with the same formula, charge and spin across the records above, the calculation gives 128.5; 0.0; 32.5; 91.5; 1.3; 75.0; 123.5 kcal/mol in order.